# 1
A cluster of 2 separate species, C30H28N5O3 in total in a non-equilibrium geometry, computed with the ωB97M-V functional and the def2-TZVPD basis.

Summary:
calculated total energy	-1659.52475	a.u.
total charge	-1

XYZ file:
```
66
C30H28N5O3, DFT the ωB97M-V functional and the def2-TZVPD basis
C 5.0542 -4.4310 0.4088
C 5.1464 -4.0796 1.7444
C 4.5484 -2.9301 2.2065
C 3.8260 -2.0901 1.3379
C 3.1936 -0.8214 1.6754
N 2.4327 -0.2681 0.6934
C 2.3172 1.0143 0.4224
C 1.5704 1.4905 -0.5945
N 0.9068 1.8787 -1.4903
C 3.3299 -0.1157 2.9410
C 4.4229 -0.2825 3.8059
C 4.4879 0.4148 4.9909
C 3.4652 1.2718 5.3578
C 2.3858 1.4648 4.5149
C 2.3301 0.7907 3.3216
C 3.6999 -2.5086 0.0070
C 4.3205 -3.6434 -0.4582
H 5.5516 -5.3155 0.0440
H 5.6893 -4.7163 2.4261
H 4.6117 -2.7130 3.2556
H 2.9467 1.7058 0.9538
H 5.2381 -0.9237 3.5260
H 5.3595 0.3125 5.6228
H 3.4903 1.7807 6.3076
H 1.5898 2.1431 4.7801
H 1.4977 0.9429 2.6579
H 3.0787 -1.9142 -0.6427
H 4.2516 -3.9092 -1.5013
C -6.8768 1.8493 2.0706
N -5.5845 2.3244 1.5865
C -5.5201 3.7602 1.3154
C -4.6769 1.4323 0.9373
C -4.9154 1.0057 -0.3748
C -3.9762 0.2769 -1.0467
C -2.7462 -0.0521 -0.4543
C -1.7019 -0.7739 -1.1633
C -1.2790 -0.6176 -2.4496
C -0.2253 -1.5142 -2.9297
O 0.1551 -2.4549 -2.2553
N 0.3477 -1.2695 -4.1802
C 1.3753 -2.1627 -4.6503
C 0.0190 -0.1646 -4.9648
O 0.5903 0.0553 -6.0152
N -0.9847 0.6880 -4.5119
C -1.2404 1.8809 -5.2748
C -1.7138 0.4654 -3.3393
O -2.6602 1.1896 -3.0913
C -2.5416 0.3205 0.8828
C -3.4781 1.0524 1.5582
H -6.8659 0.7631 2.1185
H -7.0594 2.2452 3.0672
H -7.6761 2.1637 1.4026
H -4.5896 3.9885 0.8009
H -6.3504 4.0664 0.6820
H -5.5532 4.3132 2.2510
H -5.8360 1.2902 -0.8538
H -4.1370 -0.0122 -2.0713
H -1.1454 -1.4937 -0.5803
H 1.7503 -1.8171 -5.6117
H 2.1928 -2.1887 -3.9333
H 0.9686 -3.1654 -4.7635
H -1.9889 2.4883 -4.7696
H -0.3183 2.4504 -5.3575
H -1.5817 1.6240 -6.2752
H -1.6103 0.0643 1.3612
H -3.3084 1.3804 2.5686
```


# 2
A structure of composition C30H28N6O3Re, computed with the ωB97M-V functional and the def2-TZVPD basis.

Summary:
ΔE to the lowest compared entry with this formula, charge and spin	0.000	eV
multiplicity	2
total charge	+2

XYZ file:
```
68
C30H28N6O3Re, DFT the ωB97M-V functional and the def2-TZVPD basis
Re -0.0026 1.2415 0.9803
O 1.1102 5.0597 0.3500
C 0.6198 3.9780 0.3133
N 0.6840 2.9956 1.3579
C 1.2962 3.2904 2.6093
O 1.7225 4.3515 2.9386
C 1.3492 2.0647 3.4776
C 1.9592 2.1287 4.7112
C 2.0493 0.9686 5.4677
C 1.5374 -0.2059 4.9429
C 0.9281 -0.1874 3.7003
N 0.8134 0.9308 2.9719
C -0.1665 3.4793 -0.8652
C -0.3653 4.2636 -1.9784
C -1.1077 3.7333 -3.0286
C -1.6233 2.4517 -2.9203
C -1.3929 1.7211 -1.7652
N -0.6706 2.2352 -0.7616
H 2.3581 3.0777 5.0421
H 2.5227 0.9803 6.4399
H 1.6039 -1.1394 5.4833
H 0.5390 -1.0919 3.2652
H 0.0601 5.2576 -2.0042
H -1.2823 4.3189 -3.9211
H -2.2012 2.0122 -3.7208
H -1.7626 0.7147 -1.6164
C -5.4211 2.0263 0.8773
C -4.1933 1.2694 1.2323
C -4.0206 0.0695 1.9079
C -2.6567 -0.1673 1.9599
N -1.9925 0.8419 1.3456
N -2.9726 1.6816 0.8817
C -1.9805 -1.3643 2.5244
H -6.1883 1.8646 1.6306
H -5.8115 1.6801 -0.0807
H -5.2247 3.0952 0.8054
H -4.7990 -0.5630 2.2982
H -2.7284 2.5307 0.3983
H -2.6046 -2.2404 2.3527
H -1.8471 -1.2642 3.6017
H -1.0245 -1.5481 2.0375
C -0.4653 -2.7694 -3.2303
C -0.3318 -3.5185 -1.9063
C -1.3798 -2.8130 -1.0635
O -1.3070 -1.4303 -1.4496
C -0.7410 -1.3424 -2.7683
H -1.3133 -3.1556 -3.7964
H 0.4178 -2.8392 -3.8629
H 0.6626 -3.3751 -1.4757
H -0.5154 -4.5871 -1.9981
H -1.1865 -2.8735 0.0075
H -2.3837 -3.1988 -1.2646
H 0.1759 -0.7482 -2.7001
H -1.4416 -0.8236 -3.4285
N 6.2592 -4.8106 -3.7453
C 5.5394 -4.1005 -3.2022
C 4.6381 -3.2100 -2.5256
C 4.4044 -3.3769 -1.1600
C 3.5355 -2.5248 -0.5109
C 2.8937 -1.5079 -1.2316
C 3.1364 -1.3425 -2.6022
C 4.0110 -2.1924 -3.2469
C 1.9803 -0.6552 -0.5678
C 1.1851 0.0858 0.0119
H 4.9066 -4.1688 -0.6227
H 3.3446 -2.6383 0.5469
H 2.6466 -0.5475 -3.1474
H 4.2155 -2.0780 -4.3019
```


# 3
A structure of composition C30H29AsBrN3O3Pd in a non-equilibrium geometry, computed with the ωB97M-V functional and the def2-TZVPD basis.

Summary:
calculated total energy	-6487.70179	a.u.
total charge	+2

XYZ file:
```
68
C30H29AsBrN3O3Pd, DFT the ωB97M-V functional and the def2-TZVPD basis
Pd -0.0535 0.7430 -0.1207
Br 1.6203 -3.7070 5.6669
C 1.6430 -2.4297 4.2942
C 2.8481 -1.8981 3.8576
C 2.8593 -0.9464 2.8556
C 1.6700 -0.5109 2.2713
C 0.4799 -1.0761 2.7047
C 0.4540 -2.0265 3.7083
N 1.5996 0.4996 1.2720
C 2.5705 1.2392 0.9810
C 2.4525 2.2624 -0.0576
C 3.5337 3.0592 -0.3746
C 3.4054 4.0205 -1.3677
C 2.1849 4.1778 -1.9917
C 1.1354 3.3558 -1.6080
N 1.2745 2.4242 -0.6797
H 3.7756 -2.2343 4.3006
H 3.8151 -0.5704 2.5132
H -0.4400 -0.7809 2.2179
H -0.4809 -2.4652 4.0303
H 3.5084 1.1714 1.5263
H 4.4692 2.9105 0.1498
H 4.2482 4.6365 -1.6514
H 2.0369 4.9193 -2.7636
H 0.1584 3.4693 -2.0590
C -0.8964 2.0526 4.1330
As -2.0631 1.8215 2.6343
C -3.2435 3.3225 2.5903
C -3.1409 0.2503 2.8923
O -1.1845 1.8300 1.2044
H -1.4963 2.1850 5.0330
H -0.3084 2.9506 3.9514
H -0.2385 1.1936 4.2458
H -3.8142 3.3566 3.5179
H -3.9214 3.2386 1.7436
H -2.6472 4.2276 2.4927
H -3.3864 0.1911 3.9527
H -2.6150 -0.6518 2.5895
H -4.0631 0.3555 2.3236
C -1.4644 1.3306 -1.6415
C -2.1099 0.0865 -1.8132
C -1.8937 -0.6894 -2.9790
C -2.5466 -1.8850 -3.1379
C -3.3966 -2.3539 -2.1284
C -3.6235 -1.6087 -0.9744
C -2.9947 -0.3959 -0.8170
H -1.9709 2.0827 -1.0450
H -0.8783 1.7076 -2.4726
H -1.2324 -0.3127 -3.7514
H -2.4045 -2.4640 -4.0407
H -3.8926 -3.3082 -2.2533
H -4.2954 -1.9864 -0.2155
H -3.1656 0.2141 0.0602
O -0.3165 -1.8719 -0.1972
C 0.4051 -1.6578 -1.1645
N 0.8730 -0.3904 -1.3932
C 1.4839 -0.2840 -2.6510
O 1.8542 0.7366 -3.1664
C 1.4963 -1.6873 -3.1869
C 1.9949 -2.1722 -4.3751
C 1.8087 -3.5288 -4.6414
C 1.1546 -4.3599 -3.7385
C 0.6530 -3.8632 -2.5352
C 0.8379 -2.5221 -2.2842
H 2.5109 -1.5263 -5.0738
H 2.1799 -3.9429 -5.5693
H 1.0335 -5.4098 -3.9710
H 0.1503 -4.5044 -1.8226
```


# 4
A structure of composition C30H29AsFN4O8SbSe4Ti in a non-equilibrium geometry, computed with the ωB97M-V functional and the def2-TZVPD basis.

Summary:
ΔE to the lowest compared entry with this formula, charge and spin	0.959	eV
total charge	-2

XYZ file:
```
79
C30H29AsFN4O8SbSe4Ti, DFT the ωB97M-V functional and the def2-TZVPD basis
Ti 0.7523 1.4864 -0.4757
O 1.3752 5.5474 -0.4919
C 1.3228 4.3604 -0.2441
O 1.4397 3.3788 -1.0920
C 1.2509 3.8421 1.1752
C 0.8930 4.4773 2.3416
C 0.9782 3.7340 3.5213
C 1.4521 2.4235 3.5183
C 1.7678 1.8631 2.2923
N 1.6379 2.5693 1.1870
C 2.2213 0.4451 1.9600
O 2.6425 -0.2943 2.8367
O 2.1238 0.2046 0.6989
H 0.5229 5.4920 2.3202
H 0.6628 4.1854 4.4539
H 1.5389 1.8346 4.4203
C 0.5279 -5.9980 1.3914
C -0.7325 -5.3658 1.9703
C -0.9005 -5.7819 3.4242
C -2.1468 -5.1574 4.0240
C -2.0864 -3.6626 3.8764
C -2.7288 -2.8324 4.7706
C -2.6724 -1.4553 4.6100
F -3.3228 -0.6869 5.5114
C -1.9821 -0.8758 3.5834
C -1.3153 -1.7027 2.6776
C -0.5564 -1.0620 1.5793
O -0.3463 0.1417 1.6064
C -0.1074 -1.9740 0.5487
C -0.1734 -3.3044 0.7730
N -0.6995 -3.8952 1.8774
C -1.3649 -3.0939 2.8128
C 0.4148 -1.5254 -0.7841
O 0.9834 -2.3237 -1.5214
O 0.1047 -0.3131 -1.1122
H 0.5303 -7.0612 1.6363
H 1.4158 -5.5369 1.8270
H 0.5926 -5.9112 0.3092
H -1.6044 -5.7276 1.4094
H -0.0151 -5.4670 3.9853
H -0.9506 -6.8716 3.4653
H -2.2503 -5.4218 5.0779
H -3.0314 -5.5485 3.5094
H -3.2886 -3.2467 5.6005
H -1.9441 0.1970 3.4410
H 0.2272 -3.9519 0.0078
C 3.9501 -0.8207 -1.7478
As 3.0719 0.8947 -2.0023
C 3.2344 1.0953 -3.9350
C 4.4850 2.1046 -1.4252
H 4.9187 -0.8512 -2.2500
H 3.2908 -1.6017 -2.1239
H 4.0680 -0.9661 -0.6750
H 4.2742 0.9954 -4.2502
H 2.8550 2.0775 -4.2157
H 2.6278 0.3360 -4.4270
H 5.4343 1.8848 -1.9165
H 4.5954 1.9983 -0.3459
H 4.1703 3.1245 -1.6414
N -3.8276 2.9806 -5.5521
C -2.8097 2.1784 -5.9320
O -2.7948 1.5430 -6.9779
C -1.7004 2.0886 -4.9244
C -1.1018 0.8648 -4.6693
C -0.2324 0.7594 -3.5991
N 0.0819 1.7924 -2.8116
C -0.4104 2.9915 -3.1364
C -1.3038 3.1822 -4.1732
H -4.6542 2.9708 -6.1247
H -3.9173 3.3113 -4.5890
H -1.3629 -0.0054 -5.2554
H 0.1827 -0.1981 -3.3165
H -0.1154 3.8134 -2.5049
H -1.7296 4.1621 -4.3263
Se -3.8199 4.9221 1.6353
Sb -3.9779 3.5590 -0.3290
Se -1.3876 2.3341 -0.0793
Se -3.9389 4.7682 -2.4203
Se -5.3152 1.5766 -0.2684
```


# 5
A structure of composition C30H29BN4O2SSiZn in a non-equilibrium geometry, computed with the ωB97M-V functional and the def2-TZVPD basis.

Summary:
ΔE to the lowest compared entry with this formula, charge and spin	0.484	eV

XYZ file:
```
69
C30H29BN4O2SSiZn, DFT the ωB97M-V functional and the def2-TZVPD basis
Zn -0.6260 -0.9470 -0.3288
S 5.4632 -3.6840 3.4252
N 3.9672 -3.2972 4.0202
C 3.3116 -2.7911 2.9960
C 2.0224 -2.2282 2.9880
C 1.1899 -2.1424 4.0711
C -0.1186 -1.5772 3.9574
C -0.4958 -1.1458 2.6699
N 0.2779 -1.1966 1.6030
C 1.5087 -1.6756 1.7603
C 2.2823 -1.7297 0.5005
N 1.6989 -1.3692 -0.6724
C 2.3743 -1.4406 -1.7863
C 3.6590 -1.9267 -1.8527
C 4.2236 -2.3777 -0.6875
C 3.5773 -2.2568 0.5174
C 4.1161 -2.7108 1.8086
N 5.3145 -3.2486 1.8926
H 1.6263 -2.4877 4.9583
H -0.7726 -1.5131 4.7787
H -1.4865 -0.7240 2.5154
H 1.9492 -1.0156 -2.6847
H 4.1358 -1.9199 -2.8416
H 5.3208 -2.7627 -0.6740
C 0.0918 -3.8942 -2.5395
Si -0.7519 -3.2856 -0.9562
C -2.5734 -3.8635 -1.2040
C -0.0372 -4.4069 0.4420
C 1.3015 -4.7424 0.5188
C 1.8853 -5.2859 1.6566
C 1.0403 -5.5743 2.7897
C -0.2957 -5.2870 2.7356
C -0.8003 -4.7211 1.5605
H -0.0152 -5.0076 -2.4634
H 1.1165 -3.5739 -2.8588
H -0.5233 -3.5895 -3.4012
H -2.7203 -4.8347 -1.6123
H -3.2801 -3.1222 -1.6702
H -3.0499 -3.8829 -0.2740
H 1.8877 -4.5304 -0.3167
H 2.9671 -5.4876 1.7075
H 1.5013 -5.8897 3.7067
H -0.9815 -5.6401 3.5609
H -1.8169 -4.3558 1.5163
C -0.3906 7.3121 -1.5242
C -1.8364 6.8128 -1.9031
C -1.8682 6.6691 -3.4627
C -2.7810 7.9425 -1.4872
C -2.1336 5.4130 -1.2694
C -3.3380 5.0474 -0.6250
C -3.5753 3.8619 0.0749
C -2.5815 2.8870 -0.2270
O -2.5022 1.4987 0.1359
B -1.3947 0.9801 -0.5386
O -0.6723 2.0165 -1.1202
C -1.4429 3.1453 -0.9345
C -1.1380 4.4053 -1.4249
H -0.3358 8.3714 -1.7518
H 0.3128 6.6376 -2.0743
H -0.2842 7.1355 -0.4631
H -1.7074 7.6290 -4.0155
H -2.8221 6.2941 -3.7951
H -1.1620 5.8415 -3.7282
H -2.5292 8.8545 -1.9010
H -2.7880 8.1183 -0.4243
H -3.7978 7.8529 -1.8158
H -4.0618 5.8801 -0.4191
H -4.4138 3.7903 0.8161
H -0.2216 4.7467 -1.9549
```


# 6
A structure of composition C30H29ClN3O3ReS4, computed with the ωB97M-V functional and the def2-TZVPD basis.

Summary:
multiplicity	3
calculated total energy	-3681.66510	a.u.

XYZ file:
```
71
C30H29ClN3O3ReS4, DFT the ωB97M-V functional and the def2-TZVPD basis
Re -0.8258 -0.4713 0.7068
O 0.8019 -3.1617 1.7795
N 1.6808 -2.5510 2.5131
C 2.9161 -3.0875 2.6489
C 3.8796 -2.4906 3.4228
C 3.5796 -1.3100 4.0909
C 2.3160 -0.7732 3.9528
C 1.3531 -1.3885 3.1539
S -0.2674 -0.7782 3.0183
H 3.0658 -4.0118 2.1132
H 4.8541 -2.9524 3.5030
H 4.3257 -0.8167 4.7000
H 2.0291 0.1429 4.4521
O 0.9940 -1.1930 -0.4437
S 1.3682 -2.6486 -0.7172
C 1.3684 -2.8441 -2.5407
C 0.1564 -2.2983 -3.2880
C 0.3641 -0.8574 -3.7595
C -0.9370 -0.0757 -3.9554
S -1.3895 0.9108 -2.4650
O -1.2478 -0.2214 -1.4486
C 0.0690 1.9705 -2.6150
C -0.0567 2.9900 -3.5474
C 0.9992 3.8667 -3.7564
C 2.1722 3.7244 -3.0295
C 2.2823 2.7100 -2.0848
C 1.2296 1.8327 -1.8709
C -0.0301 -3.7321 -0.4316
C 0.3049 -5.0407 -0.1071
C -0.6999 -5.9434 0.1961
C -2.0274 -5.5286 0.2007
C -2.3543 -4.2204 -0.1199
C -1.3503 -3.3133 -0.4407
H 1.4627 -3.9271 -2.6518
H 2.2948 -2.3791 -2.8895
H -0.7304 -2.3601 -2.6617
H -0.0338 -2.9348 -4.1555
H 0.9290 -0.8694 -4.6949
H 0.9884 -0.3433 -3.0326
H -1.7829 -0.7459 -4.1264
H -0.8841 0.6359 -4.7793
H -0.9823 3.1055 -4.1042
H 0.9032 4.6640 -4.4828
H 2.9981 4.4055 -3.1922
H 3.1920 2.6044 -1.5060
H 1.3101 1.0503 -1.1282
H 1.3490 -5.3334 -0.0731
H -0.4483 -6.9649 0.4504
H -2.8112 -6.2285 0.4620
H -3.3841 -3.8876 -0.1337
H -1.6293 -2.3070 -0.7447
N -1.3249 2.2468 -0.0991
C -0.7473 1.6053 0.8321
H -1.3390 3.2627 0.0134
S -3.0902 -0.2946 1.4864
C -3.8568 -1.0414 0.1874
N -4.3888 -1.5589 -0.7025
Cl -3.3249 7.1874 3.6688
C -2.3882 5.8085 3.1740
C -1.0965 5.9905 2.7191
C -0.3518 4.8828 2.3274
C -0.8833 3.6014 2.3917
C -0.0860 2.3851 1.9753
C -2.1940 3.4471 2.8469
C -2.9480 4.5404 3.2376
H -0.6750 6.9860 2.6677
H 0.6623 5.0281 1.9712
H 0.0630 1.7380 2.8297
H 0.9000 2.6922 1.6110
H -2.6314 2.4553 2.8865
H -3.9640 4.4150 3.5890
```


# 7
A structure of composition C30H29FeN2O in a non-equilibrium geometry, computed with the ωB97M-V functional and the def2-TZVPD basis.

Summary:
multiplicity	5
calculated total energy	-2608.84086	a.u.
total charge	-1

XYZ file:
```
63
C30H29FeN2O, DFT the ωB97M-V functional and the def2-TZVPD basis
H -1.4970 -2.0313 4.0891
C -0.9472 -2.6075 4.9330
H 0.0497 -2.7762 4.5021
C -0.7259 -1.7682 6.1453
C -1.3929 -1.9918 7.3093
N -2.1179 -3.1511 7.5304
C -3.0212 -3.2757 8.6279
C -3.9024 -2.2129 8.8899
C -4.9336 -2.3467 9.8266
C -5.0506 -3.4853 10.6395
C -6.1258 -3.5532 11.6996
C -4.1280 -4.5256 10.4121
C -3.1659 -4.4566 9.3849
C -2.0514 -4.1547 6.5784
C -1.5748 -3.9245 5.3287
C -1.5518 -5.1285 4.4477
N -0.7182 -5.0875 3.3190
O -2.2658 -6.0903 4.7035
H -0.0124 -0.9331 6.0460
H -1.3274 -1.2930 8.1649
H -3.8156 -1.2919 8.3037
H -5.6719 -1.5435 9.9313
H -5.9006 -4.3482 12.4166
H -6.1888 -2.5964 12.2330
H -7.1042 -3.7548 11.2436
H -4.2124 -5.4180 11.0457
H -2.5158 -5.3204 9.2074
H -2.4258 -5.1293 6.9209
H 0.2327 -4.8268 3.5464
H -0.7605 -5.9577 2.7990
C 3.1959 -0.8755 1.4275
C 1.9244 -1.5810 1.3692
C 1.4913 -1.8018 2.7372
C 2.4584 -1.2043 3.6407
C 3.5224 -0.6452 2.8234
Fe 1.7326 0.1093 2.3389
C 1.2650 2.0292 2.7954
C 1.4451 1.8526 1.3770
C 0.5740 0.7971 0.9360
C -0.2030 0.3204 2.1004
C -1.1629 -0.7622 2.1057
C -2.5364 -0.5492 2.2755
C -3.4753 -1.5403 1.8607
C -4.8264 -1.3358 2.0819
C -5.2597 -0.1850 2.7655
C -4.3517 0.8196 3.1404
C -3.0061 0.6647 2.8588
C 0.2877 1.0874 3.2618
H 3.8228 -0.6470 0.5696
H 1.4191 -1.9327 0.4689
H 0.6084 -2.3540 3.0259
H 2.4165 -1.2468 4.7298
H 4.4480 -0.2158 3.2024
H 1.7456 2.7812 3.4127
H 2.0756 2.4782 0.7536
H 0.4007 0.4805 -0.0887
H -0.8570 -1.7297 1.6820
H -3.1009 -2.4122 1.3166
H -5.5618 -2.0169 1.6442
H -6.3129 -0.0684 3.0221
H -4.6976 1.7680 3.5596
H -2.2826 1.4641 3.0325
H -0.1340 0.9783 4.2593
```